[1]
{
  "formula": "C3H9OS",
  "method": "the ωB97M-V functional and the def2-TZVPD basis",
  "lumo_energy_ha": 0.1512,
  "gap_ev": 6.668,
  "relative_energy_ev": 1.714,
  "total_charge": -1,
  "symbols": ["C", "O", "H", "H", "H", "C", "C", "S", "H", "H", "H", "H", "H", "H"],
  "xyz": [[1.06642, -1.55837, -2.52571], [-0.36467, -1.42535, -2.52798], [1.48767, -0.70310, -2.03904], [1.26199, -2.46644, -1.97663], [1.50790, -1.67741, -3.46968], [0.71080, 1.94635, 2.26813], [-0.57841, 1.07570, 1.99453], [-0.56277, -0.05578, 0.46488], [0.84224, 2.83007, 1.49954], [1.63942, 1.40751, 2.43051], [0.62899, 2.57415, 3.16537], [-0.86528, 0.47454, 2.87300], [-1.38712, 1.89811, 1.66973], [-0.38707, -0.82413, -1.78882]]
}

---

[2]
{
  "formula": "CH4N4O",
  "method": "the ωB97M-V functional and the def2-TZVPD basis",
  "lumo_energy_ha": 0.0180,
  "gap_ev": 9.501,
  "relative_energy_ev": 1.568,
  "total_charge": 0,
  "symbols": ["C", "N", "N", "N", "N", "O", "H", "H", "H", "H"],
  "xyz": [[1.37832, 0.84915, -1.47717], [-1.27678, 0.36385, 0.05431], [-0.22278, 0.26470, 0.77913], [2.04940, -0.02359, -1.07682], [0.46505, -0.71746, 1.04558], [0.77041, 1.68031, -2.00716], [-1.46248, 1.36356, -0.11751], [0.23839, 1.25105, 0.99081], [2.84082, -0.00126, -0.43424], [0.00257, -1.62513, 0.81786]]
}

---

[3]
{
  "formula": "C2H12NO2S",
  "method": "the ωB97M-V functional and the def2-TZVPD basis",
  "lumo_energy_ha": -0.3760,
  "gap_ev": 3.334,
  "relative_energy_ev": 7.944,
  "total_charge": 1,
  "symbols": ["C", "C", "S", "N", "H", "H", "H", "H", "H", "H", "H", "H", "H", "H", "O", "H", "H", "O"],
  "xyz": [[-3.03169, 0.50768, -0.89062], [-3.04276, 1.55446, -1.72364], [0.08557, -0.00576, 0.69637], [4.06219, -0.85330, 0.68651], [-3.90593, -0.04449, -0.56353], [-2.05104, 0.25003, -0.43282], [-2.19920, 2.23692, -1.72157], [-3.88181, 1.66228, -2.39841], [-0.83799, -0.29966, 1.63633], [3.47672, -0.09148, 0.99132], [4.26112, -0.88965, -0.30095], [4.84389, -0.98441, 1.31348], [0.54182, -3.97933, 0.51051], [0.63985, -2.53353, 1.01055], [0.81740, -3.43958, 1.26125], [-0.04678, 1.83816, -0.59756], [0.12283, 3.35047, -0.65384], [-0.20121, 2.59418, -1.16351]]
}

---

[4]
{
  "formula": "CH3FN2OS",
  "method": "the ωB97M-V functional and the def2-TZVPD basis",
  "lumo_energy_ha": -0.0072,
  "gap_ev": 9.203,
  "relative_energy_ev": 1.557,
  "total_charge": 0,
  "symbols": ["C", "N", "N", "O", "F", "S", "H", "H", "H"],
  "xyz": [[0.31819, 1.33381, 0.16382], [-0.57426, 0.45036, -0.41553], [-0.39233, -1.13188, 0.55878], [1.06273, 1.03402, 1.04339], [0.16740, 2.56948, -0.32733], [0.75202, -1.90209, -0.30457], [-1.42322, 0.71569, -0.80732], [0.03644, -0.74793, 1.41340], [0.05303, -2.32146, -1.32465]]
}

---

[5]
{
  "formula": "C22H52InN4O3PSSi2",
  "method": "the ωB97M-V functional and the def2-TZVPD basis",
  "lumo_energy_ha": 0.0159,
  "gap_ev": 8.592,
  "relative_energy_ev": 1.811,
  "total_charge": 0,
  "symbols": ["In", "O", "N", "O", "O", "C", "C", "C", "C", "P", "N", "C", "C", "C", "C", "C", "C", "C", "C", "H", "H", "H", "H", "H", "H", "H", "H", "H", "H", "H", "H", "H", "H", "H", "H", "H", "H", "H", "H", "H", "H", "H", "H", "H", "H", "H", "C", "Si", "C", "C", "C", "Si", "C", "C", "C", "H", "H", "H", "H", "H", "H", "H", "H", "H", "H", "H", "H", "H", "H", "H", "H", "H", "H", "H", "S", "C", "N", "C", "C", "N", "H", "H", "H", "H", "H", "H"],
  "xyz": [[-0.57505, 0.39824, -1.03333], [0.23023, -0.42454, -4.85518], [-0.08996, -0.09716, -3.74027], [-1.18770, 0.42272, -3.49601], [0.69221, -0.31409, -2.75349], [-0.80787, 0.10998, 2.57993], [0.74902, -0.19271, 2.61819], [1.15204, -0.60306, 4.06686], [1.43132, 1.12909, 2.32736], [1.14428, -1.37176, 1.21587], [0.03281, -1.20049, 0.12998], [2.96743, -1.09134, 0.70393], [3.12137, 0.15424, -0.11978], [3.87885, -1.00327, 1.91393], [3.47852, -2.29652, -0.19092], [0.89222, -3.13647, 1.88854], [0.81749, -3.99215, 0.64427], [1.93910, -3.66355, 2.88594], [-0.46500, -3.14004, 2.59124], [-1.18767, 0.75331, 3.45576], [-1.36370, -0.81607, 2.65294], [-1.11936, 0.51366, 1.59955], [1.14750, 0.27741, 4.71258], [2.21261, -0.91349, 4.18938], [0.55880, -1.34430, 4.56830], [1.10592, 1.71598, 3.15719], [0.98427, 1.59396, 1.41221], [2.50557, 1.07833, 2.29164], [3.13573, 0.95696, 0.58180], [2.31251, 0.27141, -0.82698], [4.08300, 0.25872, -0.58947], [3.57582, -0.27395, 2.55462], [4.86470, -0.77748, 1.47744], [4.01012, -1.97044, 2.40149], [2.84941, -2.47822, -1.01370], [3.54915, -3.32082, 0.24857], [4.40311, -1.96073, -0.65244], [1.68885, -4.05640, 0.07243], [0.04959, -3.66389, -0.06404], [0.51676, -5.02581, 0.86635], [2.96264, -3.49227, 2.51081], [1.71101, -4.74920, 2.95198], [1.82311, -3.15981, 3.86479], [-1.29351, -2.62519, 2.02660], [-0.30479, -2.71225, 3.55349], [-0.84209, -4.14801, 2.76595], [-0.95063, 3.93054, -3.15404], [0.19342, 3.59373, -1.74071], [0.57672, 5.16943, -0.80822], [1.71344, 2.94641, -2.54064], [-0.78717, 2.47274, -0.59756], [-2.61213, 3.00168, -0.26702], [-3.84822, 2.54470, -1.62962], [-2.64666, 4.83651, 0.03141], [-3.24692, 2.27220, 1.26879], [-0.46100, 4.62940, -3.81956], [-1.88080, 4.31959, -2.69564], [-1.03188, 2.95612, -3.65516], [0.65387, 6.01388, -1.47237], [1.51077, 5.08688, -0.25538], [-0.26525, 5.37308, -0.11794], [2.03542, 3.60612, -3.38014], [1.49514, 2.01760, -3.05553], [2.63472, 2.83034, -1.83448], [-0.41896, 2.60020, 0.41862], [-3.40035, 2.35496, -2.68481], [-4.49207, 3.45591, -1.73188], [-4.52123, 1.81969, -1.16466], [-2.17279, 5.48543, -0.74433], [-2.13944, 5.14049, 0.96501], [-3.68482, 5.07725, 0.02209], [-3.58781, 1.23598, 1.20434], [-4.04567, 2.85920, 1.70227], [-2.49775, 2.49581, 2.09297], [-2.89918, -0.60663, -1.27581], [-2.43157, -2.18623, -1.88231], [-3.28138, -3.06680, -2.51581], [-2.53663, -4.12808, -3.12196], [-1.24793, -4.06099, -2.31718], [-1.23615, -2.70573, -1.84913], [-4.21278, -2.66306, -2.69992], [-2.31785, -3.87876, -4.19279], [-3.06931, -5.06656, -2.96837], [-0.40595, -4.26244, -2.92760], [-1.25403, -4.81543, -1.56583], [-0.56959, -2.30368, -1.18541]]
}

---

[6]
{
  "formula": "C15H19N3O3S2",
  "method": "the ωB97M-V functional and the def2-TZVPD basis",
  "lumo_energy_ha": 0.0098,
  "smiles": "CCC[C@H](C)C(=O)Nc1ccc(S(=O)(=O)Nc2nccs2)cc1",
  "gap_ev": 8.849,
  "relative_energy_ev": 0.465,
  "total_charge": 0,
  "symbols": ["C", "C", "C", "C", "C", "C", "O", "N", "C", "C", "C", "C", "S", "O", "O", "N", "C", "N", "C", "C", "S", "C", "C", "H", "H", "H", "H", "H", "H", "H", "H", "H", "H", "H", "H", "H", "H", "H", "H", "H", "H", "H"],
  "xyz": [[-6.49425, -1.58374, -0.94082], [-5.59683, -0.92152, 0.09746], [-4.30912, -0.40338, -0.53681], [-3.31527, 0.17008, 0.47768], [-3.81563, 1.47458, 1.10764], [-1.99302, 0.46898, -0.22096], [-1.89025, 0.65186, -1.40913], [-0.94097, 0.53351, 0.66066], [0.39302, 0.83487, 0.41324], [1.27174, 0.83994, 1.50094], [2.60852, 1.12893, 1.31681], [3.06776, 1.41365, 0.04518], [4.79084, 1.76307, -0.21513], [4.95394, 2.89610, -1.06912], [5.49723, 1.71121, 1.02687], [5.25233, 0.44427, -1.18279], [5.52572, -0.78138, -0.65811], [6.22064, -1.69631, -1.23703], [6.27406, -2.82640, -0.48534], [5.60612, -2.77991, 0.68999], [4.85581, -1.23015, 0.89659], [2.21381, 1.42078, -1.04100], [0.87478, 1.13096, -0.86405], [-7.41087, -1.94486, -0.48039], [-6.75795, -0.87482, -1.72212], [-5.98628, -2.42711, -1.40303], [-5.35179, -1.64593, 0.87847], [-6.14157, -0.09889, 0.56345], [-3.82050, -1.22361, -1.06776], [-4.54165, 0.36484, -1.27543], [-3.14297, -0.56988, 1.26807], [-4.72509, 1.29781, 1.67504], [-3.07158, 1.89769, 1.78018], [-4.02721, 2.20382, 0.32930], [-1.15495, 0.34897, 1.63168], [0.90145, 0.61530, 2.49084], [3.30583, 1.13790, 2.13884], [5.72918, 0.66535, -2.04352], [6.83262, -3.66302, -0.86246], [5.51035, -3.53544, 1.44163], [2.60636, 1.66146, -2.01562], [0.19565, 1.13039, -1.69994]]
}

---

[7]
{
  "formula": "C2H3OPt",
  "method": "the ωB97M-V functional and the def2-TZVPD basis",
  "lumo_energy_ha": [-0.1813, -0.3006],
  "gap_ev": [9.355, 6.966],
  "multiplicity": 3,
  "relative_energy_ev": 1.577,
  "total_charge": 1,
  "symbols": ["O", "C", "C", "H", "H", "H", "Pt"],
  "xyz": [[-0.01795, -0.23575, -1.06008], [-0.45880, 0.57021, -0.32218], [-0.74290, 1.19051, 0.78346], [-1.60926, 0.85902, 1.35822], [1.93262, -2.56109, -0.41913], [-0.01283, 1.89141, 1.19175], [0.90911, -1.71432, -1.53204]]
}

---

[8]
{
  "formula": "C40H52FN6O5Si2TeV",
  "method": "the ωB97M-V functional and the def2-TZVPD basis",
  "lumo_energy_ha": [-0.1941, -0.1998],
  "gap_ev": [5.511, 5.354],
  "multiplicity": 3,
  "relative_energy_ev": 1.657,
  "total_charge": 2,
  "symbols": ["V", "C", "C", "N", "C", "C", "C", "O", "O", "C", "O", "C", "C", "C", "F", "C", "C", "C", "N", "C", "C", "N", "C", "C", "H", "H", "H", "H", "H", "H", "H", "H", "H", "H", "H", "H", "H", "H", "H", "H", "H", "H", "C", "O", "C", "C", "C", "C", "C", "C", "N", "N", "C", "C", "C", "C", "O", "C", "N", "C", "C", "C", "C", "H", "H", "H", "H", "H", "H", "H", "H", "H", "H", "H", "H", "C", "Si", "C", "C", "C", "Te", "C", "Si", "C", "C", "C", "H", "H", "H", "H", "H", "H", "H", "H", "H", "H", "H", "H", "H", "H", "H", "H", "H", "H", "H", "H", "H", "H"],
  "xyz": [[-1.95799, 0.13786, -0.00117], [2.45617, -0.80695, 6.07500], [2.16881, 0.54137, 5.42187], [1.59180, 0.38573, 4.07955], [0.25819, 0.44705, 3.94833], [-0.41335, 0.31490, 2.76504], [-1.92497, 0.42407, 2.81295], [-2.49711, 0.49548, 3.87255], [-2.46957, 0.42807, 1.63459], [0.32449, 0.07840, 1.56932], [-0.18621, 0.04725, 0.40138], [1.74849, -0.09241, 1.72793], [2.54183, -0.43529, 0.63081], [3.90154, -0.48441, 0.73323], [4.58513, -0.79793, -0.38133], [4.57335, -0.19982, 1.93869], [3.76809, 0.03256, 3.05091], [2.37443, 0.10747, 2.97339], [5.97148, -0.18631, 2.07727], [6.84002, -0.50206, 0.93538], [8.30302, -0.51778, 1.39896], [8.33104, -0.94574, 2.83021], [7.73581, 0.11248, 3.71444], [6.60139, 0.79989, 2.94620], [2.86639, -0.66157, 7.07310], [3.16573, -1.39161, 5.48847], [1.53275, -1.37879, 6.16351], [3.06531, 1.15505, 5.35021], [1.45203, 1.09385, 6.02463], [-0.31709, 0.63214, 4.84761], [2.07520, -0.63842, -0.32425], [4.24412, 0.13668, 4.01338], [6.74200, 0.21680, 0.11725], [6.57422, -1.48331, 0.54984], [8.77303, 0.46071, 1.32974], [8.87874, -1.21461, 0.79461], [9.27564, -1.18185, 3.13383], [7.75830, -1.78867, 2.90538], [8.51067, 0.82684, 3.98675], [7.37224, -0.37375, 4.61721], [6.99044, 1.63641, 2.35410], [5.89629, 1.22224, 3.65246], [-6.65324, -4.44254, -6.73818], [-5.51572, -5.17922, -7.15637], [-4.54964, -5.43160, -6.26015], [-3.42411, -6.11106, -6.73670], [-2.37316, -6.39576, -5.89833], [-2.38593, -5.95398, -4.57150], [-3.53757, -5.32623, -4.08244], [-4.61545, -5.08165, -4.90835], [-1.27569, -6.27337, -3.77071], [-0.86724, -5.56836, -2.83169], [-1.18143, -4.22125, -2.61497], [-1.05019, -3.26874, -3.61376], [-1.25245, -1.90576, -3.37523], [-1.57949, -1.46623, -2.10944], [-1.83701, -0.20415, -1.76313], [-1.67582, -2.41879, -1.07005], [-2.02110, -1.90952, 0.14774], [-2.22049, -2.74425, 1.15087], [-2.07286, -4.12991, 1.01288], [-1.70193, -4.65800, -0.20083], [-1.48732, -3.79783, -1.29411], [-7.25970, -4.29916, -7.62695], [-6.36684, -3.46730, -6.33683], [-7.23115, -4.99263, -5.99243], [-3.41404, -6.40719, -7.77720], [-1.50198, -6.92475, -6.26212], [-3.60845, -5.07340, -3.03365], [-5.51051, -4.63789, -4.49575], [-0.79315, -3.59793, -4.61191], [-1.16979, -1.18693, -4.18020], [-2.50404, -2.30927, 2.10262], [-2.25298, -4.76907, 1.86514], [-1.57953, -5.72477, -0.34129], [1.86931, 4.95318, 0.91963], [0.80146, 4.16859, -0.42768], [0.29507, 5.46008, -1.69895], [1.76349, 2.76155, -1.24835], [-0.76161, 3.45848, 0.39593], [-1.96017, 2.55145, -1.14785], [-3.33392, 4.19061, -1.26706], [-4.63979, 4.45708, 0.10338], [-5.40618, 6.11001, -0.37512], [-5.86001, 3.02870, 0.02620], [-3.86706, 4.59608, 1.81581], [2.83523, 5.26852, 0.51772], [2.05538, 4.25362, 1.73907], [1.38630, 5.83675, 1.34093], [1.16620, 5.86064, -2.21997], [-0.20726, 6.29656, -1.20707], [-0.38045, 5.04955, -2.45084], [2.38922, 3.13656, -2.05995], [1.08845, 2.01386, -1.67051], [2.41285, 2.26394, -0.52668], [-1.36076, 4.22410, 0.88526], [-0.53052, 2.68539, 1.12835], [-3.84774, 4.04930, -2.22010], [-2.69676, 5.07069, -1.37371], [-5.79504, 6.08888, -1.39477], [-4.66328, 6.90819, -0.31823], [-6.22976, 6.37594, 0.29034], [-6.32220, 2.95787, -0.96025], [-6.65926, 3.17211, 0.75571], [-5.37890, 2.07292, 0.24549], [-3.13262, 5.40318, 1.86350], [-3.38927, 3.67010, 2.14413], [-4.65231, 4.83205, 2.53732]]
}